8 unconnected molecules or ions with the total composition C35H81BF9N16O9S at a distorted geometry, computed with the ωB97M-V functional and the def2-TZVPD basis.

Properties
- HOMO level (eV) = -4.5
- E (hartree) = -4257.42097
- LUMO level (Eh) = 0.0484
- Kohn-Sham gap (eV) = 5.85

```
! wB97M-V def2-TZVPD RIJCOSX def2/J DEFGRID3
* xyz -1 1
C 3.9107 0.9164 2.3755
C 2.4806 1.0159 1.7329
C 1.9686 -0.3153 1.1173
C 2.7601 -0.8546 -0.1278
C 3.6934 0.1718 -0.8441
C 3.8645 -0.2797 -2.3300
C 4.5571 0.7975 -3.2234
C 3.4753 1.5694 -4.0834
C 3.3247 3.0501 -3.5887
C 1.8286 3.4754 -3.4054
C 1.4055 3.4595 -1.9060
C -0.0593 2.9262 -1.7242
C -0.0735 1.4172 -2.1103
C -1.1872 0.5706 -1.3838
B -2.5882 0.3947 -2.2386
C -2.2361 -0.4111 -3.6424
C -2.3675 0.4229 -4.9518
C -1.7624 -0.2848 -6.2286
O -1.4723 -1.6724 -6.0058
C -0.0701 -1.9012 -6.0334
C -3.7799 -0.4125 -1.4248
C -3.2744 -1.4506 -0.3644
C -3.5314 -0.9963 1.0874
F -3.3918 0.3378 1.2618
F -4.8380 -1.3545 1.3913
C -2.5346 -1.6782 2.0788
F -1.2888 -1.3118 1.6571
F -2.6086 -3.0211 1.9726
C -2.6485 -1.2239 3.5748
F -3.8292 -0.6512 3.8909
F -2.5575 -2.3443 4.3563
C -1.5076 -0.2624 4.0381
F -1.4331 0.8427 3.3170
F -1.8091 0.1504 5.3056
F -0.3236 -0.8659 4.1342
C -3.1792 1.9387 -2.5145
S -3.4113 2.8671 -0.9310
C -4.4598 4.3149 -1.3105
C -3.6778 5.3428 -2.2135
H 3.9303 1.6024 3.2395
H 4.6499 1.2770 1.6533
H 4.0868 -0.1340 2.6693
H 1.7800 1.2603 2.5612
H 2.4095 1.8598 1.0248
H 1.9453 -1.0796 1.9215
H 0.9184 -0.1482 0.8075
H 2.0456 -1.2352 -0.8820
H 3.3920 -1.7103 0.1883
H 4.6918 0.0986 -0.3747
H 3.3077 1.2051 -0.8486
H 4.5104 -1.1762 -2.3170
H 2.8953 -0.6155 -2.7530
H 5.2108 0.2505 -3.9282
H 5.1313 1.5246 -2.6239
H 3.7784 1.5153 -5.1460
H 2.5283 1.0031 -4.0032
H 3.7256 3.6787 -4.4115
H 3.8950 3.2273 -2.6587
H 1.2018 2.8459 -4.0601
H 1.7474 4.5189 -3.7795
H 2.0803 2.7358 -1.4026
H 1.5297 4.4613 -1.4537
H -0.4509 3.1406 -0.7180
H -0.6705 3.5293 -2.4309
H 0.8892 0.9840 -1.7486
H -0.0830 1.2735 -3.2050
H -1.3353 0.9205 -0.3381
H -0.7304 -0.4496 -1.2920
H -1.1614 -0.7131 -3.5766
H -2.8012 -1.3493 -3.7916
H -3.4499 0.6281 -5.0944
H -1.8533 1.4029 -4.8995
H -2.3991 -0.1352 -7.1253
H -0.7917 0.2117 -6.4496
H 0.4400 -1.3801 -5.1928
H 0.3765 -1.5674 -6.9946
H 0.0717 -2.9881 -5.8802
H -4.5313 0.2408 -0.9362
H -4.3414 -1.0068 -2.1729
H -3.9127 -2.3530 -0.4814
H -2.2358 -1.7900 -0.5082
H -4.2067 1.8397 -2.9321
H -2.5166 2.5519 -3.1516
H -4.7228 4.8100 -0.3561
H -5.4135 4.0101 -1.7782
H -2.7668 4.8272 -2.5672
H -4.2424 5.6339 -3.1179
H -3.3720 6.2396 -1.6469
C 6.9649 2.6735 3.3628
O 6.2105 2.6344 2.4078
N 8.3292 2.7132 3.2246
N 6.5162 2.6828 4.6543
H 8.9670 2.7465 3.9968
H 8.6941 2.7096 2.2898
H 5.5228 2.6592 4.7904
H 7.1214 2.7178 5.4472
C 7.7173 -1.5920 -1.4192
O 6.7029 -1.1297 -1.9022
N 8.1083 -2.8846 -1.6199
N 8.5532 -0.8503 -0.6269
H 8.9415 -3.2777 -1.2249
H 7.5145 -3.4656 -2.2009
H 8.2927 0.1048 -0.4567
H 9.3940 -1.2079 -0.2158
C -4.8363 -4.4424 -2.6573
O -4.5949 -3.2763 -2.8887
N -4.0225 -5.2197 -1.8810
N -5.9422 -5.0793 -3.1517
H -4.2016 -6.1840 -1.6759
H -3.2010 -4.7831 -1.5013
H -6.5621 -4.5376 -3.7260
H -6.1590 -6.0409 -2.9719
C -8.7984 -0.8579 2.3806
O -9.8108 -0.8036 1.6928
N -7.5510 -0.8420 1.8551
N -8.8484 -0.9399 3.7435
H -6.7132 -0.8867 2.4045
H -7.4714 -0.7817 0.8547
H -9.7568 -0.9536 4.1696
H -8.0348 -0.9849 4.3274
C -13.9810 -1.5506 0.8104
O -15.0955 -1.0754 0.6518
N -13.6689 -2.8254 0.4272
N -12.9575 -0.8616 1.3774
H -12.7614 -3.2348 0.5463
H -14.3985 -3.3678 0.0031
H -13.1459 0.0795 1.6701
H -12.0318 -1.2361 1.5132
C 1.7144 2.3589 6.8007
O 2.0408 3.3636 7.4159
N 2.6232 1.4908 6.2746
N 0.4126 2.0152 6.5872
H 2.3722 0.6619 5.7689
H 3.5975 1.7050 6.4070
H -0.2938 2.6251 6.9563
H 0.1322 1.1946 6.0845
C 6.4032 1.9858 7.2083
O 5.9247 2.1956 6.0976
N 7.2735 0.9615 7.4505
N 6.1026 2.7582 8.2887
H 7.6749 0.7727 8.3493
H 7.5143 0.3714 6.6747
H 5.4603 3.5192 8.1438
H 6.4794 2.6061 9.2051
C 5.5322 -5.4526 -2.4253
O 5.8933 -4.3695 -2.8524
N 4.9830 -6.4089 -3.2260
N 5.6463 -5.7936 -1.1096
H 4.6774 -7.3043 -2.8956
H 4.8828 -6.1875 -4.2004
H 6.0439 -5.1077 -0.4920
H 5.3546 -6.6763 -0.7353
*
```